No. 1
Below is a molecular structure, C33H45Br54FNO6P in a non-equilibrium geometry, with properties calculated with ωB97M-V with the def2-TZVPD basis set.

Geometry (Å):
C  -0.011048  3.473877  1.343017
C  1.338416  2.519408  1.187929
C  1.259053  1.503077  -0.107095
C  0.563341  0.044113  0.223162
O  -0.896858  0.089185  0.399336
C  -1.613987  -0.582842  -0.695398
C  -2.018519  -2.170895  -0.565551
C  -1.092482  -3.036471  0.474207
O  -0.876824  -4.340871  0.148783
F  -0.512293  -2.548644  1.753070
O  -1.225357  -0.346196  -2.095126
C  -2.496722  -0.293634  -2.890455
O  -2.565369  -0.280002  -4.250731
O  -3.642983  -0.320635  -1.923146
C  -3.050851  0.254356  -0.705374
C  -3.874052  0.177105  0.721453
C  -5.502630  0.194801  0.526137
C  -6.317358  0.968886  1.719022
C  -6.010179  2.572662  1.849552
C  -5.947764  3.393322  0.433570
O  -7.060086  4.381919  0.259388
C  -6.826100  4.874579  -1.138856
P  -3.027238  2.135689  -1.045260
N  -1.707688  2.674721  -1.815432
H  0.125717  4.533190  0.845039
H  -0.893893  2.841542  0.856795
H  -0.281006  3.577739  2.481138
H  2.230168  3.281647  0.973478
H  1.544823  1.976694  2.205001
H  2.391739  1.282888  -0.411404
H  0.740090  2.093049  -0.978718
H  0.887243  -0.815199  -0.530624
H  1.012204  -0.291199  1.277231
H  -3.157938  -2.336965  -0.254058
H  -1.919862  -2.711878  -1.624914
H  -3.612909  -0.826571  1.287893
H  -3.540766  1.056568  1.442718
H  -5.749450  0.562878  -0.563369
H  -5.855975  -0.943229  0.565116
H  -7.472926  0.715192  1.657792
H  -5.950857  0.476867  2.742812
H  -5.049868  2.814434  2.514453
H  -6.921999  3.036094  2.465178
H  -4.948625  4.033426  0.458525
H  -5.960180  2.732998  -0.531832
H  -7.464892  5.821120  -1.399623
H  -5.680406  5.125356  -1.283519
H  -7.075752  4.037095  -1.939772
H  -3.092754  2.816063  0.235492
H  -4.205834  2.456896  -1.844244
H  -1.181881  3.384810  -1.258068
C  -4.691500  -4.823909  1.422120
Br  -4.613119  -5.947392  3.008248
Br  -6.193206  -3.588786  1.483505
Br  -3.008338  -3.901700  1.104375
H  -4.858465  -5.488098  0.567720
C  -10.155199  -5.193589  0.253757
Br  -8.406871  -5.953251  -0.134085
Br  -10.578336  -5.282345  2.150463
Br  -10.329605  -3.385641  -0.442930
H  -10.894617  -5.810058  -0.268021
C  3.896867  6.672645  0.468155
Br  5.649294  6.156768  -0.200449
Br  2.461042  5.892866  -0.587670
Br  3.699542  6.276698  2.362556
H  3.820169  7.759483  0.358952
C  -9.369615  -7.245705  5.956780
Br  -8.960104  -8.060148  7.675252
Br  -7.780962  -6.512778  5.106243
Br  -10.318922  -8.472089  4.782358
H  -10.043483  -6.405364  6.153639
C  -4.213192  -4.539909  6.684851
Br  -4.134811  -5.663393  8.270979
Br  -5.714898  -3.304787  6.746236
Br  -2.530029  -3.617701  6.367106
H  -4.380157  -5.204099  5.830451
C  2.370288  2.589531  -4.133654
Br  0.767062  1.489879  -4.201427
Br  3.617035  1.968537  -2.775565
Br  3.217423  2.742512  -5.878195
H  2.055106  3.596758  -3.841798
C  8.653642  7.101319  -2.644485
Br  8.856078  8.769321  -3.624764
Br  7.455849  5.867778  -3.554477
Br  10.372683  6.281318  -2.248297
H  8.188662  7.348963  -1.684542
C  7.463468  9.771250  -7.352850
Br  6.308570  8.825890  -6.105187
Br  7.373865  11.698539  -7.103970
Br  9.294089  9.116725  -7.282898
H  7.086923  9.560946  -8.359335
C  13.017264  10.402085  -9.439866
Br  12.869304  8.610665  -10.183562
Br  11.758146  11.634452  -10.264674
Br  12.859656  10.396201  -7.500899
H  14.022544  10.765112  -9.677876
C  -5.713803  -8.638368  -2.259940
Br  -3.934400  -8.466384  -3.026952
Br  -5.844865  -7.756939  -0.530685
Br  -7.093692  -8.030021  -3.488877
H  -5.886327  -9.706022  -2.088548
C  0.854066  3.914402  5.998932
Br  -0.594160  2.712643  5.506409
Br  1.960573  3.171737  7.416150
Br  1.913333  4.442375  4.455020
H  0.393101  4.824476  6.396804
C  1.753642  -5.430993  -2.140396
Br  1.956078  -3.762990  -3.120675
Br  0.555849  -6.664533  -3.050388
Br  3.472683  -6.250994  -1.744208
H  1.288662  -5.183349  -1.180453
C  6.863468  -0.214425  -4.688956
Br  5.708570  -1.159784  -3.441292
Br  6.773865  1.712865  -4.440076
Br  8.694089  -0.868949  -4.619004
H  6.486923  -0.424728  -5.695440
C  8.323109  7.152453  2.634794
Br  10.071438  6.392790  2.246952
Br  7.899972  7.063696  4.531500
Br  8.148704  8.960401  1.938107
H  7.583691  6.535984  2.113016
C  -0.946358  2.937073  10.951768
Br  -0.743922  4.605076  9.971489
Br  -2.144151  1.703533  10.041776
Br  0.772683  2.117072  11.347956
H  -1.411338  3.184718  11.911711
C  -5.413803  -12.414089  0.528286
Br  -3.634400  -12.242105  -0.238726
Br  -5.544865  -11.532660  2.257541
Br  -6.793692  -11.805742  -0.700651
H  -5.586327  -13.481743  0.699678
C  6.270288  -7.103790  1.047807
Br  4.667062  -8.203442  0.980034
Br  7.517035  -7.724785  2.405896
Br  7.117423  -6.950809  -0.696735
H  5.955106  -6.096564  1.339662
C  9.286808  -8.130251  -4.100329
Br  9.365189  -9.253734  -2.514201
Br  7.785102  -6.895129  -4.038944
Br  10.969971  -7.208042  -4.418074
H  9.119843  -8.794440  -4.954729

Forces on atoms 1 to 6 (eV/Å):
-0.2 -1.3 0.3
0.0 1.1 -0.4
0.6 0.0 0.4
2.2 -0.1 1.0
0.5 -1.8 -3.3
-3.1 2.2 0.8

Its LUMO energy is -1.80 eV. The energy is -3843005.796 eV. The multiplicity is 1.

Atom charges from the Mulliken analysis, given in e for atoms 1 to 6: C 0.12; C -0.45; C 0.54; C -0.54; O -0.14; C 1.22



No. 2
Below is 4 unconnected molecules or ions with the total composition C33H45BrF3N4O2 in a non-equilibrium geometry, with properties calculated with ωB97M-V with the def2-TZVPD basis set.

Geometry (Å):
C  4.099540  -1.762282  0.961046
C  4.081324  -0.579472  -0.125194
O  2.847072  -0.732173  -0.848859
C  2.387475  0.504345  -1.405718
C  0.820367  0.321167  -1.669507
C  -0.064456  1.196175  -0.658172
C  0.028894  2.689706  -1.179656
O  -1.176119  3.446648  -1.054489
C  -1.417838  3.833394  0.300913
C  -1.511243  0.575824  -0.689224
C  -1.734185  -0.582246  0.382829
C  -2.403909  -0.084072  1.730114
C  -2.185846  -1.139357  2.900554
N  -2.037056  -0.768424  4.130604
C  -2.514559  -1.765212  -0.331105
C  -4.086181  -1.656040  -0.295093
C  -4.680778  -0.289362  -0.800719
Br  -4.747336  -3.044613  -1.587539
N  -0.406508  -1.166678  0.800610
C  0.506486  -0.156108  1.207264
N  1.410178  -0.513527  2.111423
N  0.535335  1.186287  0.715510
H  4.821903  -2.572650  0.659955
H  4.324324  -1.377206  1.997655
H  3.072049  -2.229622  0.994902
H  4.182224  0.398789  0.414817
H  4.942673  -0.805750  -0.816462
H  2.874618  0.703513  -2.403330
H  2.584118  1.405916  -0.764433
H  0.544535  -0.763847  -1.664705
H  0.636645  0.704442  -2.716312
H  0.340755  2.757702  -2.261956
H  0.832850  3.257609  -0.611491
H  -2.025570  4.771273  0.307656
H  -0.468283  4.006089  0.890767
H  -1.991821  3.030057  0.863054
H  -1.629640  0.102711  -1.708105
H  -2.352907  1.303894  -0.567115
H  -1.873127  0.857025  2.072097
H  -3.504143  0.100041  1.655658
H  -2.142834  -2.223230  2.621904
H  -2.094054  0.260256  4.128834
H  -2.109822  -1.953088  -1.369227
H  -2.251141  -2.704601  0.250472
H  -4.524668  -1.965269  0.696410
H  -5.804052  -0.338481  -0.736923
H  -4.371143  0.604828  -0.194574
H  -4.370180  -0.067579  -1.864019
H  -0.027924  -1.781086  0.075562
H  2.334051  -0.081613  2.155746
H  1.097623  -1.200788  2.798703
H  0.005782  1.784551  1.357665
F  9.435924  -2.122065  -0.108780
C  9.027186  -1.231047  -1.025519
C  9.126184  -1.545700  -2.370096
C  8.697870  -0.623893  -3.318002
C  8.185784  0.604754  -2.911436
C  8.096143  0.910653  -1.557753
C  8.514250  -0.014947  -0.608350
H  9.534992  -2.503349  -2.667748
H  8.763781  -0.862248  -4.372619
H  7.856439  1.324089  -3.652389
H  7.701155  1.869224  -1.242267
H  8.444114  0.202458  0.450490
F  -6.079670  -5.155937  -3.336665
C  -7.412661  -4.971089  -3.388558
C  -8.236669  -5.750195  -2.595163
C  -9.611638  -5.555406  -2.645526
C  -10.146025  -4.592195  -3.495408
C  -9.306924  -3.819704  -4.290668
C  -7.930940  -4.005588  -4.233794
H  -7.802615  -6.500655  -1.945914
H  -10.266090  -6.154075  -2.023715
H  -11.218877  -4.444423  -3.536891
H  -9.724251  -3.072775  -4.955194
H  -7.261352  -3.407348  -4.839561
F  3.387849  4.445859  2.244975
C  2.646763  4.554394  3.361752
C  2.047359  3.423710  3.889292
C  1.284533  3.532025  5.046550
C  1.122188  4.771698  5.655862
C  1.725885  5.901164  5.112767
C  2.497549  5.792255  3.961788
H  2.179461  2.467874  3.395383
H  0.817102  2.651868  5.472507
H  0.524264  4.856694  6.555582
H  1.595545  6.866725  5.585914
H  2.981908  6.659352  3.530347

Forces on atoms 1 to 6 (eV/Å):
-0.3 0.1 -0.3
0.6 -2.2 0.8
0.2 1.6 0.7
-1.0 -0.2 -1.3
1.0 1.0 0.2
-0.1 0.1 -1.5

Its LUMO energy is -3.88 eV. The energy is -123192.328 eV. As for the total charge: +1. The multiplicity is 1.

Atom charges from the Mulliken analysis, given in e for atoms 1 to 6: C -1.02; C -0.13; O -0.35; C -0.74; C -1.38; C 1.83